Computed, not measured: one molecule with the formula C11H23ClFP, with the ωB97M-V functional and the def2-TZVPD basis.

Summary:
gap between HOMO and LUMO = 9.55 eV
electronic energy = -36309.1442 eV
net charge = 0
SMILES string = CCCCCCCCP(Cl)C[C@@H](C)F

Geometry (Å):
C1 -1.294169 1.907929 -4.782629
C2 -0.510248 0.683255 -4.323000
C3 -1.388217 -0.344423 -3.597736
C4 -1.311478 -0.205891 -2.077245
C5 -1.485021 -1.533190 -1.348589
C6 -1.701576 -1.328723 0.148082
C7 -0.522335 -0.595899 0.793189
C8 -0.384575 -0.851779 2.303555
P1 0.074089 0.755943 3.127941
Cl1 -1.478653 1.050569 4.492523
C9 1.500587 0.288243 4.220010
C10 2.835101 0.923281 3.790637
C11 3.708692 -0.007286 2.951787
F1 2.593099 2.088960 3.068238
H1 -0.601856 2.730471 -4.916471
H2 -1.779852 1.726203 -5.732963
H3 -2.012684 2.224542 -4.035385
H4 0.291620 1.036903 -3.682054
H5 -0.031015 0.223930 -5.178219
H6 -2.406585 -0.140703 -3.916772
H7 -1.139666 -1.347853 -3.924450
H8 -0.325039 0.161633 -1.835925
H9 -2.067829 0.469340 -1.695927
H10 -2.320730 -2.089242 -1.759362
H11 -0.599622 -2.149469 -1.477169
H12 -2.574653 -0.685230 0.234436
H13 -1.928502 -2.264305 0.648658
H14 -0.652363 0.466015 0.631261
H15 0.382477 -0.863203 0.258608
H16 -1.292595 -1.261644 2.722808
H17 0.449702 -1.523671 2.458010
H18 1.261979 0.671269 5.204210
H19 1.608824 -0.787621 4.301286
H20 3.360588 1.229308 4.686405
H21 4.616816 -0.251229 3.481986
H22 3.161809 -0.908948 2.724787
H23 3.963880 0.502514 2.035480

Cartesian forces (eV/Å) of the 3 atoms listed first:
C 0.56 0.01 0.03
C -0.27 0.09 -0.03
C 0.07 0.70 -0.05

Atom charges from the Löwdin analysis, given in e for atoms 1 to 6: atom 1 (C): -0.114, atom 2 (C): -0.265, atom 3 (C): -0.212, atom 4 (C): -0.215, atom 5 (C): -0.228, atom 6 (C): -0.221



Computed, not measured: C11H23InN6O11S as an isolated structure, with the ωB97M-V functional and the def2-TZVPD basis.

Summary:
gap between HOMO and LUMO = 1.76 eV
electronic energy = -59234.0005 eV
net charge = -2

Geometry (Å):
O1 7.510062 0.722717 0.715063
C1 6.817843 1.790199 0.528786
O2 7.022950 2.860961 1.414666
In1 5.311078 2.137936 -1.126003
C2 4.731999 0.274179 -2.272108
C3 3.505695 -0.557740 -1.655892
C4 3.566548 -0.773492 -0.069380
C5 2.753406 0.416800 0.652795
S1 1.077068 -0.072341 1.288780
C6 -0.146262 0.820297 0.248704
N1 0.078567 0.937822 -1.157506
N2 -0.980401 1.600605 -1.706679
C7 -1.843723 1.892187 -0.624774
O3 -1.363533 1.439286 0.650795
H1 6.017797 3.401300 -2.220278
H2 3.875917 2.946240 -0.334952
H3 5.638529 -0.407841 -2.498028
H4 4.382636 0.634638 -3.316460
H5 2.529170 -0.060547 -1.998616
H6 3.526027 -1.607952 -2.142175
H7 4.628986 -0.836528 0.341177
H8 3.049564 -1.788106 0.138800
H9 3.353980 0.862698 1.521922
H10 2.581844 1.215094 -0.160841
H11 -2.840149 2.423847 -0.732754
C8 -1.955633 2.904731 3.292037
N3 -3.132276 3.110269 4.177449
O4 -3.049046 2.707830 5.326845
O5 -4.100760 3.668672 3.687985
H12 -1.174662 2.399732 3.857011
H13 -2.279406 2.293640 2.452227
H14 -1.618231 3.885761 2.960361
C9 -5.230208 -0.920869 -2.288667
N4 -4.556190 0.281820 -2.842263
O6 -4.547427 1.285403 -2.148947
O7 -4.060455 0.176319 -3.949853
H15 -5.619573 -0.681498 -1.307055
H16 -6.037684 -1.187860 -2.969928
H17 -4.486810 -1.714191 -2.225680
C10 -5.077266 -1.113650 2.610066
N5 -4.884648 -1.124581 1.136771
O8 -3.872945 -0.609757 0.701358
O9 -5.762141 -1.653186 0.467038
H18 -4.226337 -0.615932 3.071102
H19 -5.999599 -0.572409 2.816683
H20 -5.143892 -2.149453 2.939998
C11 1.792145 -4.801343 -0.546926
N6 1.629396 -3.835263 -1.663264
O10 2.622568 -3.555783 -2.308772
O11 0.507207 -3.392509 -1.848725
H21 2.834928 -5.109096 -0.498937
H22 1.496551 -4.294935 0.371138
H23 1.146792 -5.654118 -0.754093

Cartesian forces (eV/Å) of the 3 atoms listed first:
O -1.56 1.28 -0.98
C 2.47 1.80 4.21
O -1.22 -3.29 -3.38

Atom charges from the Löwdin analysis, given in e for atoms 1 to 6: atom 1 (O): -0.269, atom 2 (C): -0.730, atom 3 (O): -0.394, atom 4 (In): 0.365, atom 5 (C): -0.349, atom 6 (C): -0.325



Computed, not measured: a 2-piece molecular cluster, C11H23N3O3 overall, with the ωB97M-V functional and the def2-TZVPD basis.

Summary:
gap between HOMO and LUMO = 5.87 eV
electronic energy = -22389.9922 eV
net charge = 0
relative energy (zero: lowest compared OMol25 entry of this formula, charge and spin) = 373.0 kJ/mol

Geometry (Å):
C1 -3.411508 0.139587 -0.387590
C2 -3.706104 -0.850777 -1.534073
C3 -2.455471 -1.394365 -2.236753
C4 -1.419394 -2.030655 -1.290881
C5 -0.058363 -1.290877 -1.353891
C6 0.843036 -1.596415 -0.136653
C7 1.294307 -0.365321 0.665819
C8 1.436856 -0.779166 2.151920
C9 1.840512 0.418720 2.999228
N1 1.034425 1.642824 2.754307
C10 0.725451 1.817913 1.417928
N2 0.803773 3.012330 0.852667
N3 0.310300 0.738433 0.629178
H1 -2.348264 0.287485 -0.202125
H2 -3.830747 1.119798 -0.614872
H3 -3.914681 -0.207811 0.514130
H4 -4.311434 -0.353263 -2.293405
H5 -4.313936 -1.679839 -1.170864
H6 -2.799237 -2.181068 -2.912923
H7 -2.037851 -0.617669 -2.879530
H8 -1.213285 -3.036284 -1.664033
H9 -1.772714 -2.156023 -0.264596
H10 -0.248739 -0.229468 -1.506378
H11 0.439919 -1.646244 -2.254991
H12 1.737117 -2.091796 -0.508701
H13 0.326458 -2.264960 0.554995
H14 2.293768 -0.047375 0.356476
H15 2.142621 -1.602645 2.263474
H16 0.456816 -1.168623 2.456547
H17 2.878661 0.639056 2.743399
H18 1.859299 0.170995 4.057161
H19 0.134495 1.514628 3.224261
H20 1.743136 3.350619 0.602333
H21 -0.035223 3.534552 0.642097
H22 -0.622866 0.406976 0.873085
C11 3.447228 1.884244 -0.966540
O1 4.207217 0.924060 -1.166179
O2 2.420077 2.007170 -1.909641
O3 3.454078 2.732913 -0.048993
H23 2.670266 1.248338 -2.455393

Cartesian forces (eV/Å) of the 3 atoms listed first:
C -0.59 -0.05 -0.20
C 0.35 0.27 -0.19
C -0.70 -0.62 0.23

Atom charges from the Löwdin analysis, given in e for atoms 1 to 6: atom 1 (C): -0.096, atom 2 (C): -0.252, atom 3 (C): -0.219, atom 4 (C): -0.208, atom 5 (C): -0.191, atom 6 (C): -0.127



Computed, not measured: a 2-piece molecular cluster, C11H23N3O6 overall, with the ωB97M-V functional and the def2-TZVPD basis.

Summary:
gap between HOMO and LUMO = 9.73 eV
electronic energy = -28530.3557 eV
net charge = 0
relative energy (zero: lowest compared OMol25 entry of this formula, charge and spin) = 665.3 kJ/mol
SMILES string = N[C@@H](CCC(=O)O)C(=O)O.NCCCC[C@H](N)C(=O)O

Geometry (Å):
N1 -2.355610 -1.222694 -4.855691
C1 -2.684093 -0.837923 -3.474446
C2 -2.688745 -1.971406 -2.503771
C3 -2.993130 -1.516117 -1.031417
C4 -2.703485 -2.740237 -0.166069
O1 -2.633163 -3.817961 -0.677700
O2 -2.614122 -2.679396 1.191990
C5 -1.708410 0.178782 -2.938618
O3 -2.036314 1.163819 -2.229148
O4 -0.483706 -0.055619 -3.451696
H1 -3.100392 -1.488196 -5.243855
H2 -1.803349 -1.912720 -4.869214
H3 -3.672945 -0.324612 -3.470857
H4 -1.744034 -2.590402 -2.632057
H5 -3.476692 -2.632352 -2.694070
H6 -4.072661 -1.325019 -0.934698
H7 -2.599942 -0.696021 -0.634246
H8 -2.457018 -1.810161 1.515892
H9 0.019856 0.762627 -3.271179
N2 4.172497 2.863018 4.827031
C6 4.009422 2.277233 3.501414
C7 2.592170 1.776985 3.283607
C8 2.505539 1.037294 1.990159
C9 1.095275 0.681807 1.567350
C10 1.051494 0.214360 0.091200
N3 1.388564 1.256720 -0.806168
C11 -0.276864 -0.329039 -0.243988
O5 -1.023737 0.073893 -1.072461
O6 -0.595089 -1.315334 0.579909
H10 3.392886 3.234419 5.011255
H11 4.238517 2.194264 5.460028
H12 4.741757 1.479439 3.297815
H13 4.182223 3.042456 2.757552
H14 2.327473 1.088807 4.077281
H15 1.872523 2.625129 3.343478
H16 3.089697 0.081259 2.108300
H17 2.986830 1.618255 1.212040
H18 0.766927 -0.149991 2.247863
H19 0.409132 1.534129 1.689626
H20 1.776326 -0.610797 -0.028728
H21 1.731041 0.923085 -1.626384
H22 0.577935 1.814766 -1.003773
H23 -1.204581 -1.896551 0.106444

Cartesian forces (eV/Å) of the 3 atoms listed first:
N 1.35 8.76 4.48
C -0.39 0.84 -0.22
C 1.28 0.17 1.36

Atom charges from the Löwdin analysis, given in e for atoms 1 to 6: atom 1 (N): 0.152, atom 2 (C): -0.271, atom 3 (C): -0.106, atom 4 (C): -0.053, atom 5 (C): -0.536, atom 6 (O): 0.137



What did we get for LUMO level? Answer: 0.877, 2.395, -2.290, 0.455 eV, in the order shown.